No. 1
{"formula": "C4H7NO", "method": "ωB97M-V/def2-TZVPD", "elements": ["H", "H", "C", "C", "H", "H", "H", "C", "O", "N", "H", "C", "H"], "coordinates": [[1.393, 0.510, 1.422], [-2.060, -0.686, -0.441], [-1.061, -0.403, -0.129], [0.245, -1.159, -0.336], [1.460, 0.405, -1.364], [-1.730, 0.910, 1.283], [-0.732, 1.851, -0.656], [0.980, 0.228, -0.399], [1.909, 0.517, 0.599], [-0.856, 0.433, 1.067], [0.290, -1.699, -1.285], [-0.385, 0.908, -0.246], [0.548, -1.813, 0.486]], "lumo_ev": 1.04, "smiles": "O[C@H]1C[C@H]2N[C@@H]12", "total_charge": 0, "homo_ha": -0.347, "homo_lumo_gap_ev": 10.4762, "relative_energy_ev": 2.608}

---

No. 2
{"formula": "C4H7NO", "method": "ωB97M-V/def2-TZVPD", "elements": ["H", "H", "N", "H", "H", "C", "C", "O", "C", "H", "C", "H", "H"], "coordinates": [[0.983, 0.525, -1.399], [-2.130, -1.070, 0.338], [-0.327, -0.029, 0.317], [0.537, -2.031, 0.440], [-1.782, -0.143, -1.153], [0.649, -0.980, 0.206], [1.620, 0.131, 0.610], [2.713, 0.219, 1.080], [-1.716, -0.140, -0.058], [1.050, -0.350, -1.392], [0.478, 1.069, 0.221], [-2.273, 0.709, 0.343], [0.197, 2.089, 0.446]], "lumo_ev": 0.13, "total_charge": 0, "homo_ha": -0.300, "homo_lumo_gap_ev": 8.3038, "relative_energy_ev": 5.667}

---

No. 3
{"formula": "C4H7NO", "method": "ωB97M-V/def2-TZVPD", "elements": ["C", "C", "O", "C", "H", "H", "H", "H", "H", "H", "N", "H", "C"], "coordinates": [[-0.061, -0.193, -0.414], [-0.360, 1.195, 0.129], [-2.099, -1.321, 0.466], [1.351, -0.709, -0.212], [-1.407, 1.401, 0.361], [2.056, -0.043, -0.714], [1.597, -0.757, 0.856], [-1.009, 1.074, -1.830], [-0.552, -0.309, 1.610], [1.468, -1.717, -0.628], [-0.142, 0.954, -1.298], [0.203, 1.180, 1.117], [-1.046, -0.754, 0.557]], "lumo_ev": 0.94, "smiles": "C[C@@]1(C=O)CN1", "total_charge": 0, "homo_ha": -0.346, "homo_lumo_gap_ev": 10.3487, "relative_energy_ev": 4.805}

---

No. 4
{"formula": "C4H7NO", "method": "ωB97M-V/def2-TZVPD", "elements": ["H", "H", "O", "H", "N", "C", "H", "C", "H", "H", "H", "C", "C"], "coordinates": [[0.113, 2.057, 2.002], [0.481, 0.332, 2.145], [0.046, -2.120, 0.588], [0.913, -2.157, -2.464], [-0.779, 1.090, -0.720], [0.320, 1.145, 1.430], [-1.649, 0.813, -1.180], [0.721, -1.423, -1.695], [0.768, -0.355, -1.883], [-1.713, 0.382, 1.001], [1.225, 1.303, 0.838], [0.366, -1.803, -0.492], [-0.834, 0.840, 0.525]], "lumo_ev": 0.96, "smiles": "[H]/N=C/C.C=C=O", "total_charge": 0, "homo_ha": -0.338, "homo_lumo_gap_ev": 10.1466, "relative_energy_ev": 2.128}

---

No. 5
{"formula": "C4H7NO2", "method": "ωB97M-V/def2-TZVPD", "elements": ["O", "C", "H", "H", "H", "C", "H", "H", "C", "H", "C", "O", "H", "N"], "coordinates": [[0.524, -1.961, -2.115], [-0.538, -0.263, 1.773], [0.625, 1.933, -0.481], [-1.243, -1.391, -0.177], [0.063, 0.259, 2.464], [0.856, 1.170, 0.323], [-1.645, 0.191, -1.043], [1.786, 0.723, -0.208], [0.123, -0.869, -1.658], [1.214, 1.667, 1.220], [-0.877, -0.476, -0.686], [-1.193, -1.262, 2.056], [0.485, 0.112, -1.944], [-0.179, 0.169, 0.477]], "lumo_ev": [3.84, 3.78], "total_charge": -1, "multiplicity": 2, "s2": 0.754, "homo_ha": [0.012, -0.116], "homo_lumo_gap_ev": [3.5226, 6.9489], "relative_energy_ev": 1.805}

---

No. 6
{"formula": "C4H7NO2", "method": "ωB97M-V/def2-TZVPD", "elements": ["C", "H", "H", "H", "H", "N", "C", "H", "H", "C", "C", "O", "O", "H"], "coordinates": [[-0.325, -0.309, 0.552], [-0.635, 0.616, -2.346], [-1.895, 1.119, 0.402], [-2.285, -0.299, -0.613], [2.256, -0.057, 0.244], [-0.133, -0.907, 1.682], [-1.486, 0.331, -0.227], [0.081, -1.243, -0.399], [1.482, -1.536, 2.502], [-0.478, 0.859, -1.290], [0.569, 0.040, -0.538], [1.303, -0.847, 1.854], [1.898, 0.279, -0.596], [-0.352, 1.955, -1.228]], "lumo_ev": 0.79, "total_charge": 0, "homo_ha": -0.297, "homo_lumo_gap_ev": 8.8746, "relative_energy_ev": 5.597}

---

No. 7
{"formula": "C4H7NO2", "method": "ωB97M-V/def2-TZVPD", "elements": ["N", "O", "C", "H", "C", "C", "H", "C", "H", "H", "H", "H", "H", "O"], "coordinates": [[-0.365, 1.260, 1.085], [0.433, 0.112, -0.882], [2.200, -0.783, 0.561], [2.086, -0.763, -1.553], [-1.893, 0.215, -0.698], [-0.579, 0.325, 0.028], [1.772, -0.522, 1.519], [1.627, -0.504, -0.602], [-1.951, 0.971, -1.485], [-1.953, -0.771, -1.168], [3.147, -1.313, 0.540], [-1.279, 1.638, 1.355], [-2.726, 0.334, -0.001], [-0.517, -0.199, 1.301]], "lumo_ev": 0.98, "smiles": "C=CO[C@]1(C)NO1", "total_charge": 0, "homo_ha": -0.336, "homo_lumo_gap_ev": 10.1290, "relative_energy_ev": 3.987}

---

No. 8
{"formula": "C4H7NO2", "method": "ωB97M-V/def2-TZVPD", "elements": ["H", "H", "C", "H", "H", "C", "C", "H", "N", "C", "H", "H", "O", "O"], "coordinates": [[-1.337, -0.565, -1.387], [0.329, 2.217, -1.166], [0.332, -1.457, 1.049], [2.067, -0.643, 1.899], [-0.018, -0.998, -2.632], [-0.393, 1.928, -0.380], [1.043, -0.891, 2.191], [-1.459, 2.059, -0.641], [-0.224, -1.930, 0.152], [-0.822, -0.301, -2.326], [0.543, 0.024, 2.514], [1.064, -1.619, 3.004], [-0.037, 1.484, 0.684], [-1.088, 0.693, -2.960]], "lumo_ev": 0.67, "smiles": "CC#N.C=O.C=O", "total_charge": 0, "homo_ha": -0.369, "homo_lumo_gap_ev": 10.7283, "relative_energy_ev": 2.742}

---

No. 9
{"formula": "C4H7NO2", "method": "ωB97M-V/def2-TZVPD", "elements": ["C", "C", "H", "O", "H", "C", "H", "O", "H", "N", "H", "H", "C", "H"], "coordinates": [[-1.495, -0.028, -1.380], [0.310, 2.214, 1.229], [1.450, -1.978, 0.459], [0.787, 3.062, 0.626], [1.103, -0.931, 1.857], [1.373, -0.935, 0.801], [-1.472, -0.191, -2.455], [-0.173, 1.383, 1.847], [-2.453, -0.394, -1.008], [0.384, -0.181, 0.094], [-0.339, -1.849, -0.895], [2.338, -0.442, 0.690], [-0.398, -0.764, -0.696], [-1.414, 1.033, -1.169]], "lumo_ev": 0.89, "smiles": "C/C=N/C.O=C=O", "total_charge": 0, "homo_ha": -0.350, "homo_lumo_gap_ev": 10.4075, "relative_energy_ev": 0.771}

---

No. 10
{"formula": "C4H7NO2", "method": "ωB97M-V/def2-TZVPD", "elements": ["H", "C", "H", "N", "H", "C", "H", "C", "C", "H", "H", "O", "H", "O"], "coordinates": [[-0.709, -0.410, -1.193], [-0.420, -0.098, -0.174], [2.870, 0.201, -0.829], [1.882, 0.385, -0.961], [-2.142, -1.067, 0.742], [-1.059, -1.040, 0.845], [-0.797, -0.743, 1.862], [-0.933, 1.344, -0.053], [1.098, -0.190, 0.004], [-0.652, -2.043, 0.709], [-0.167, 2.146, -0.003], [1.584, -0.712, 0.990], [1.552, 0.599, -1.891], [-2.105, 1.627, -0.049]], "lumo_ev": 0.64, "smiles": "C[C@@H](C=O)C(N)=O", "total_charge": 0, "homo_ha": -0.367, "homo_lumo_gap_ev": 10.6282, "relative_energy_ev": 0.582}

---

No. 11
{"formula": "C4H7NO2", "method": "ωB97M-V/def2-TZVPD", "elements": ["H", "C", "H", "H", "C", "H", "O", "C", "C", "H", "H", "N", "O", "H"], "coordinates": [[0.132, 1.879, 0.441], [-2.276, -0.261, -0.279], [1.851, -0.649, 1.717], [1.705, 1.025, -1.432], [1.199, -0.973, 0.885], [-3.040, 0.523, -0.257], [3.113, 0.348, -0.219], [1.969, 0.612, -0.412], [-1.060, 0.475, -0.518], [-2.205, -0.735, 0.698], [1.561, -1.912, 0.405], [-0.518, 1.467, -0.867], [-0.035, -0.796, 0.904], [-2.397, -1.001, -1.067]], "lumo_ev": [-0.97, -0.08], "total_charge": 0, "homo_ha": [-0.263, -0.304], "homo_lumo_gap_ev": [6.1913, 8.1769], "relative_energy_ev": 8.440}

---

No. 12
{"formula": "C4H7NO2", "method": "ωB97M-V/def2-TZVPD", "elements": ["H", "H", "C", "N", "O", "C", "O", "H", "C", "C", "H", "H", "H", "H"], "coordinates": [[1.719, -0.742, 1.794], [1.551, -0.468, -1.718], [0.911, 0.068, -0.027], [1.001, 0.263, -1.271], [0.148, 0.942, 0.711], [-1.649, 0.743, -0.957], [-2.087, -0.251, -1.483], [-1.740, 1.596, 1.026], [1.470, -1.069, 0.783], [-1.250, 0.761, 0.515], [2.350, -1.511, 0.308], [-1.581, -0.185, 0.965], [0.697, -1.844, 0.862], [-1.540, 1.695, -1.508]], "lumo_ev": 0.85, "smiles": "[H]/N=C(\\C)OCC=O", "total_charge": 0, "homo_ha": -0.360, "homo_lumo_gap_ev": 10.6371, "relative_energy_ev": 1.902}

---

No. 13
{"formula": "C4H7NO2", "method": "ωB97M-V/def2-TZVPD", "elements": ["C", "H", "C", "H", "C", "N", "H", "O", "H", "O", "H", "H", "H", "C"], "coordinates": [[0.688, 0.362, 0.595], [-0.938, 1.650, 1.154], [1.070, -0.567, -0.548], [1.714, -1.334, -0.119], [-1.282, -0.705, -0.933], [-1.616, 0.361, -0.339], [-0.320, -0.886, 1.694], [-0.060, -1.256, -1.101], [-0.305, 1.979, -0.459], [0.509, -0.397, 1.776], [1.537, 1.022, 0.798], [-2.038, -1.341, -1.393], [1.596, -0.063, -1.368], [-0.555, 1.174, 0.244]], "lumo_ev": 0.81, "smiles": "O[C@@H]1CN=COC1", "total_charge": 0, "homo_ha": -0.361, "homo_lumo_gap_ev": 10.6171, "relative_energy_ev": 1.459}

---

No. 14
{"formula": "C4H7NO2", "method": "ωB97M-V/def2-TZVPD", "elements": ["C", "C", "H", "N", "H", "C", "O", "H", "H", "C", "H", "H", "O", "H"], "coordinates": [[-0.919, 0.096, -0.895], [-0.812, 0.482, 0.588], [1.986, -0.458, -0.846], [-0.258, -1.209, -1.008], [-1.520, -0.142, 1.162], [0.586, -0.018, 0.892], [-0.961, 1.843, 0.866], [-1.947, 0.024, -1.255], [-0.387, 2.045, 1.621], [0.818, -1.128, -0.149], [1.357, -2.037, 0.117], [1.112, -0.798, -1.329], [1.351, 0.411, 1.716], [-0.407, 0.886, -1.480]], "lumo_ev": -0.22, "total_charge": 0, "homo_ha": -0.322, "homo_lumo_gap_ev": 8.5426, "relative_energy_ev": 6.046}

---

No. 15
{"formula": "C4H7NO2", "method": "ωB97M-V/def2-TZVPD", "elements": ["N", "H", "H", "H", "H", "C", "C", "C", "O", "H", "H", "O", "C", "H"], "coordinates": [[1.117, -0.531, 0.987], [-1.118, -1.299, -0.139], [-0.212, 0.646, 2.207], [0.968, 1.567, 1.260], [1.622, 0.063, -0.920], [-0.666, -0.447, -0.677], [0.327, 0.678, 1.259], [-0.653, 0.810, 0.094], [-1.169, 1.822, -0.329], [0.788, -1.582, -0.956], [-1.553, 0.611, -1.975], [-1.280, -0.325, -1.917], [0.973, -0.678, -0.441], [0.855, -1.334, 1.546]], "lumo_ev": 0.78, "smiles": "O=C1CNC[C@@H]1O", "total_charge": 0, "homo_ha": -0.331, "homo_lumo_gap_ev": 9.7957, "relative_energy_ev": 2.305}

---

No. 16
{"formula": "C4H7NO2", "method": "ωB97M-V/def2-TZVPD", "elements": ["C", "H", "O", "H", "C", "C", "H", "H", "C", "N", "H", "H", "O", "H"], "coordinates": [[1.208, 0.316, -0.691], [-1.313, 0.560, -1.931], [2.191, -0.349, 0.058], [1.405, 1.401, -0.734], [-0.174, 0.104, -0.091], [-0.483, -1.119, 0.702], [1.254, -0.072, -1.714], [-1.508, -1.484, 0.690], [-1.344, 0.669, -0.827], [-0.204, 0.151, 1.359], [-1.066, 0.601, 1.666], [0.293, -1.873, 0.804], [-2.290, 1.182, -0.274], [2.033, -0.088, 0.981]], "lumo_ev": 0.76, "smiles": "O=C[C@]1(CO)CN1", "total_charge": 0, "homo_ha": -0.372, "homo_lumo_gap_ev": 10.8884, "relative_energy_ev": 2.218}

---

No. 17
{"formula": "C4H7NO2", "method": "ωB97M-V/def2-TZVPD", "elements": ["C", "H", "C", "O", "H", "H", "N", "C", "H", "H", "C", "H", "H", "O"], "coordinates": [[0.705, -1.038, -0.215], [0.760, -1.561, -1.205], [-2.291, 0.332, 0.198], [-1.241, 0.666, -0.702], [-2.491, 1.281, 0.789], [-1.985, -0.663, 0.840], [-0.067, 0.240, -0.196], [1.971, -0.269, 0.022], [2.467, 0.021, 1.131], [-3.274, 0.248, -0.237], [1.081, 0.999, -0.177], [0.365, -1.835, 0.541], [2.781, -0.597, -0.716], [1.220, 2.175, -0.073]], "lumo_ev": 0.84, "smiles": "CON1CCC1=O", "total_charge": 0, "homo_ha": -0.342, "homo_lumo_gap_ev": 10.1433, "relative_energy_ev": 4.587}

---

No. 18
{"formula": "C4H7NO2", "method": "ωB97M-V/def2-TZVPD", "elements": ["C", "H", "O", "H", "C", "O", "N", "H", "H", "C", "H", "H", "H", "C"], "coordinates": [[-1.367, -1.202, -0.165], [-1.936, -1.698, -0.949], [2.163, -0.219, 0.624], [0.978, 1.491, -0.935], [0.005, -1.256, -0.214], [0.858, -1.944, -0.776], [-1.018, 1.378, -0.073], [2.249, -0.959, -0.022], [-0.234, 2.166, 0.541], [0.805, 0.018, 0.658], [0.350, -0.086, 1.655], [-1.297, 1.912, -0.912], [-1.908, -0.764, 0.664], [0.353, 1.162, -0.095]], "lumo_ev": [-0.99, -1.41], "total_charge": 0, "homo_ha": [-0.294, -0.278], "homo_lumo_gap_ev": [6.9983, 6.1654], "relative_energy_ev": 6.297}